Below is a cluster of 11 separate species, H22O11 in total at a distorted geometry, with properties calculated with wB97M-V/def2-TZVPD.

```
33
Properties=species:S:1:pos:R:3:forces:R:3
O -0.76463 0.40989 -0.14221 -0.07 -0.17 0.25
H -0.61934 -0.28750 0.50704 0.11 -0.01 -0.23
H -0.04157 0.30018 -0.77001 -0.10 0.11 0.04
O -0.24358 0.96204 -5.65256 0.17 0.15 -0.02
H 0.44299 1.13138 -4.99763 -0.08 -0.12 -0.04
H 0.19539 1.11383 -6.49711 -0.08 -0.04 0.05
O -3.10299 -2.26924 -1.25776 -0.72 0.19 0.44
H -2.43117 -2.14771 -0.57741 0.12 -0.03 -0.31
H -3.92629 -2.02364 -0.82089 0.01 0.08 -0.04
O 2.71198 1.13426 1.97443 0.09 0.35 -0.10
H 1.87725 1.28734 1.51749 -0.15 0.15 0.02
H 2.48997 1.23161 2.90728 -0.05 0.15 -0.17
O 0.61232 -1.64519 1.75547 -2.76 -0.01 -0.22
H -0.15424 -1.26790 2.20158 -0.27 -0.13 0.02
H 0.97403 -2.26741 2.39657 0.15 0.11 -0.47
O -1.15030 -3.35217 -2.39654 0.66 -0.44 -0.18
H -0.58878 -4.05281 -2.04613 0.03 0.06 -0.08
H -1.61131 -3.76782 -3.13390 -0.09 0.17 0.12
O 0.41630 2.76511 -1.13283 0.08 0.19 -0.26
H 0.17589 2.81536 -2.06485 0.01 0.05 0.08
H -0.39580 2.99687 -0.66833 0.04 -0.22 0.05
O 2.72666 -1.50024 2.28677 2.66 -0.76 1.04
H 2.88415 -0.74474 1.70936 -0.10 0.13 0.24
H 2.50330 -1.10356 3.13632 0.30 0.06 -0.31
O -0.04018 1.89630 3.33084 0.13 -0.09 0.19
H -0.09028 2.80912 3.63620 -0.04 0.00 -0.10
H 0.03806 1.38162 4.14200 -0.09 0.04 -0.03
O 3.59026 -0.75027 -3.28112 -0.07 0.22 0.03
H 3.08353 -0.57666 -2.47983 0.04 -0.10 -0.04
H 3.90569 0.11924 -3.55213 0.04 -0.11 0.01
O -4.60194 2.16250 3.21046 0.07 -0.19 0.11
H -4.94758 1.63380 3.93847 -0.03 0.10 -0.06
H -3.91779 1.60643 2.82095 -0.02 0.10 -0.05
```
Positions in Å, forces in eV/Å.

Lowest unoccupied orbital energy   -0.009 Ha

These are the Löwdin partial charges, in e, on atoms 1 to 2: number 1, O, carries -0.06; number 2, H, carries -0.01


Below is a structure of composition H22O11 at a distorted geometry, with properties calculated with wB97M-V/def2-TZVPD.

```
33
Properties=species:S:1:pos:R:3:forces:R:3
H -0.28853 1.81248 0.05389 -1.51 -0.46 0.45
H 0.17399 0.32248 -0.48149 -1.51 2.72 1.24
H -0.24619 0.01983 3.67073 0.34 -0.18 0.57
H 0.24196 -0.30079 5.11701 -0.35 0.14 0.53
H -0.50202 -3.07136 0.51011 0.37 0.04 -0.05
H 0.35894 -2.54860 1.69139 -0.40 -0.57 -0.24
H -1.60806 2.03850 -3.53624 0.17 -0.33 0.42
H -2.32564 2.71768 -2.45897 -1.40 1.60 0.78
H 1.96669 0.10062 -0.30994 0.94 -0.87 1.47
H 1.40276 -0.07117 -1.70883 0.61 -0.19 -0.43
H 0.66842 2.69885 2.31255 1.03 0.42 -1.21
H 0.37531 3.20724 0.92293 0.31 0.23 -0.13
H -3.10347 4.23182 0.71221 1.37 2.13 2.61
H -4.39915 3.43473 0.44671 1.32 0.52 -0.29
H 3.18694 0.25590 -1.85616 0.78 -2.73 0.38
H 3.00205 -1.27995 -1.32886 0.02 0.48 -0.64
H -2.45687 -3.08159 0.65263 -2.48 -0.38 -0.42
H -3.83929 -3.26245 1.29393 -0.08 -0.04 -0.21
H -1.73108 -2.45596 -1.72244 0.15 0.39 -0.17
H -2.68937 -3.35852 -2.31797 -1.39 -1.25 0.11
H 5.56977 -1.16894 -0.31107 -0.09 1.66 -0.58
H 4.43388 -0.17506 -0.24433 0.78 0.21 -0.32
O 0.44029 1.19714 -0.08365 -9.18 2.72 6.08
O 0.46928 -0.37500 4.19840 -0.01 0.03 -1.19
O -0.09039 -3.34243 1.33657 0.14 0.57 0.25
O -1.75111 1.99897 -2.57560 1.22 -1.29 -1.10
O 1.66279 0.57890 -1.04371 8.43 -3.67 -8.93
O 1.13211 3.00361 1.48226 -0.92 0.20 1.97
O -3.51217 3.70414 0.10316 -2.66 -2.65 -2.37
O 3.61614 -0.68063 -1.78248 -2.08 0.35 -2.18
O -3.44468 -3.19698 0.41336 2.53 0.35 0.77
O -2.05764 -2.72475 -2.58634 1.15 0.90 0.04
O 5.34433 -0.22873 -0.56974 2.39 -1.07 2.80
```
Positions in Å, forces in eV/Å.

Lowest unoccupied orbital energy   -0.019 Ha

These are the Löwdin partial charges, in e, on atoms 1 to 2: number 1, H, carries 0.03; number 2, H, carries 0.09


Below is a cluster of 11 separate species, H22O11 in total at a distorted geometry, with properties calculated with wB97M-V/def2-TZVPD.

```
33
Properties=species:S:1:pos:R:3:forces:R:3
O -1.92772 -11.75908 10.24995 1.26 -3.62 -3.29
H -1.50384 -11.49578 9.40842 -0.41 -0.12 0.91
H -2.10411 -11.02353 10.73286 -0.77 3.45 2.32
O -6.24924 -10.62640 9.04000 -1.53 0.23 -0.83
H -5.59194 -11.29348 9.11127 1.35 -0.96 0.18
H -6.83387 -10.97631 8.33754 0.39 0.49 0.34
O -3.30212 -9.15341 10.21460 -0.44 0.07 0.70
H -2.83253 -9.13974 9.40486 0.15 -0.54 -1.94
H -2.69330 -8.59807 10.68081 0.20 0.66 1.33
O -5.92535 -14.32439 11.73690 -0.53 0.33 -0.51
H -5.69735 -13.53736 12.25773 0.64 0.11 -0.23
H -6.07467 -14.91532 12.46626 -0.15 -0.81 0.24
O -7.51858 -12.32452 14.60212 -0.25 -0.78 -0.58
H -7.49749 -12.32360 15.55173 0.04 0.10 0.59
H -7.21000 -11.46652 14.30740 0.04 0.79 -0.01
O -8.88211 -8.78581 10.56114 2.41 -0.14 0.79
H -9.67529 -9.09016 10.20630 -2.27 -0.50 -0.96
H -8.36083 -9.62858 10.67272 -0.52 1.24 0.18
O -6.94101 -9.59980 14.03116 -1.55 1.27 1.04
H -7.62245 -9.20934 14.64833 1.12 -0.86 -0.50
H -7.13310 -9.03139 13.27293 0.38 -0.36 -0.48
O -1.94394 -10.70020 13.02212 -1.28 -1.69 -0.47
H -2.73347 -10.66904 13.57104 -0.37 -0.57 -0.07
H -1.55906 -9.90246 13.26129 1.63 2.35 0.54
O -4.98880 -10.89911 11.98563 1.69 -0.27 0.84
H -5.89175 -10.83044 11.75797 -1.73 0.33 -0.31
H -4.47576 -10.33918 11.42598 0.63 0.68 -0.76
O -7.54024 -10.91846 11.34727 1.12 1.40 -0.87
H -8.04916 -11.61948 11.63100 -2.00 -2.40 1.78
H -7.23208 -11.26406 10.50500 0.59 0.37 -0.78
O -4.85134 -12.81794 13.64867 0.83 0.98 -0.19
H -4.75888 -11.91995 13.20728 -0.08 -1.28 0.39
H -5.71739 -12.80176 14.04625 -0.60 0.05 0.61
```
Positions in Å, forces in eV/Å.

Lowest unoccupied orbital energy   0.003 Ha

These are the Löwdin partial charges, in e, on atoms 1 to 2: number 1, O, carries -0.02; number 2, H, carries 0.05


no.,gap between HOMO and LUMO (Ha),highest occupied orbital energy (hartree),E (eV)
1,0.3559,-0.3644,-22877.9476
2,0.2814,-0.3006,-22871.7072
3,0.3715,-0.3689,-22879.2440